*i*
This record from the Open Molecules 2025 dataset describes an isolated molecule of C5H8O2. The level of theory is wB97M-V/def2-TZVPD.

Properties
- HOMO energy (eV) = -9.2121
- charge = 0
- structure (SMILES) = OC[C@H](O)C1C=C1
- HOMO-LUMO gap (eV) = 10.12

Element x y z (Å)
O1 -0.05 2.23 0.21
C1 -0.93 1.24 0.68
C2 -0.73 -0.12 0.00
O2 -1.68 -1.03 0.51
C3 0.76 -0.71 0.31
C4 1.38 -1.58 -0.81
C5 1.88 -0.39 -0.59
H1 0.07 2.31 -0.79
H2 -1.86 1.56 0.30
H3 -0.99 1.16 1.69
H4 -1.08 0.09 -1.05
H5 -1.32 -1.89 0.41
H6 0.68 -0.84 1.37
H7 1.30 -2.46 -1.35
H8 2.58 0.45 -0.88

---

*ii*
This record from the Open Molecules 2025 dataset describes an isolated molecule of C5H8O2. The level of theory is wB97M-V/def2-TZVPD.

Properties
- HOMO energy (eV) = -9.4054
- charge = 0
- structure (SMILES) = C[C@@]1(O)CCC1=O
- HOMO-LUMO gap (eV) = 10.29

Element x y z (Å)
C1 -1.72 -0.47 -0.14
C2 -0.39 0.26 -0.06
O1 -0.53 1.67 -0.17
C3 0.57 -0.02 1.12
C4 1.76 -0.17 0.15
C5 0.75 -0.21 -0.99
O2 0.77 -0.51 -2.15
H1 -2.42 -0.05 0.60
H2 -2.15 -0.35 -1.14
H3 -1.60 -1.54 0.05
H4 -0.68 1.88 -1.10
H5 0.63 0.80 1.84
H6 0.33 -0.95 1.65
H7 2.40 0.72 0.09
H8 2.40 -1.06 0.24

---

*iii*
This record from the Open Molecules 2025 dataset describes an isolated molecule of C5H8O2. The level of theory is wB97M-V/def2-TZVPD.

Properties
- HOMO energy (eV) = -8.8241
- charge = 0
- HOMO-LUMO gap (eV) = 9.59

Element x y z (Å)
O1 -2.66 -0.23 0.66
C1 -1.68 -0.89 0.12
C2 -0.84 -0.02 -0.79
C3 0.56 0.07 -0.20
C4 1.69 -0.64 -0.80
O2 1.51 0.76 -1.01
C5 0.54 0.41 1.27
H1 -2.71 0.72 0.37
H2 -0.06 -0.36 1.79
H3 -1.24 1.02 -0.90
H4 -0.82 -0.48 -1.78
H5 2.54 -0.92 -0.18
H6 1.54 -1.27 -1.69
H7 0.07 1.38 1.43
H8 1.55 0.43 1.71

---

*iv*
This record from the Open Molecules 2025 dataset describes an isolated molecule of C5H8O2. The level of theory is wB97M-V/def2-TZVPD.

Properties
- HOMO energy (eV) = -9.8281
- charge = 0
- structure (SMILES) = C[C@@H]1[C@H](O)[C@@H]2O[C@H]12
- HOMO-LUMO gap (eV) = 10.85

Element x y z (Å)
C1 1.62 -0.55 0.12
C2 0.43 0.22 0.66
C3 -0.99 -0.44 0.48
O1 -1.09 -1.73 -0.06
C4 -1.36 0.70 -0.46
O2 -0.37 0.72 -1.49
C5 -0.07 1.35 -0.25
H1 2.53 0.07 0.14
H2 1.44 -0.84 -0.92
H3 1.81 -1.45 0.70
H4 0.59 0.54 1.69
H5 -1.54 -0.44 1.42
H6 -0.86 -1.64 -1.00
H7 -2.33 1.09 -0.77
H8 0.19 2.40 -0.26

---

Energies relative to the minimum, kcal/mol: *i* 77.3; *ii* 0.0; *iii* 67.3; *iv* 29.3

---

*i*
This record from the Open Molecules 2025 dataset describes a structure of composition C10H17N9O4RuS3. The level of theory is wB97M-V/def2-TZVPD.

Properties
- spin multiplicity = 2
- HOMO energy (spin up / spin down) (eV) = -11.1343 / -11.1278
- charge = +1
- HOMO-LUMO gap (spin up / spin down) (eV) = 8.50 / 7.38

Element x y z (Å)
Ru1 -0.40 0.88 -0.36
C1 2.73 -1.40 3.51
N1 2.70 -0.72 2.22
C2 3.70 0.34 2.08
C3 1.63 -0.71 1.40
N2 1.38 0.24 0.56
N3 0.84 -1.85 1.44
C4 -0.46 -1.95 1.00
N4 -1.01 -3.18 1.14
N5 -1.10 -0.93 0.54
H1 3.69 -1.89 3.65
H2 1.94 -2.14 3.60
H3 2.58 -0.68 4.32
H4 4.63 -0.01 2.52
H5 3.38 1.26 2.58
H6 3.88 0.55 1.03
H7 1.90 1.10 0.73
H8 1.28 -2.69 1.77
H9 -0.46 -3.98 1.43
H10 -1.92 -3.37 0.76
H11 -2.06 -1.16 0.28
N6 -3.28 2.50 0.66
C5 -3.39 1.70 -0.40
N7 -2.37 1.05 -0.92
C6 -2.73 0.27 -2.02
C7 -4.04 0.31 -2.31
S1 -4.88 1.37 -1.23
C8 -1.63 -0.41 -2.69
C9 -1.60 -1.08 -3.86
S2 0.02 -1.48 -4.28
C10 0.59 -0.72 -2.83
N8 -0.38 -0.24 -2.09
N9 1.89 -0.65 -2.49
H12 -2.32 2.80 0.90
H13 -4.06 3.07 0.94
H14 -4.56 -0.19 -3.11
H15 -2.42 -1.30 -4.52
H16 2.59 -0.81 -3.20
H17 2.13 0.02 -1.77
O1 -0.55 2.69 0.88
S3 0.37 3.32 -0.17
O2 0.22 4.73 -0.30
O3 -0.19 2.53 -1.41
O4 1.71 2.80 0.03

---

*ii*
This record from the Open Molecules 2025 dataset describes a structure of composition C10H17N9O4RuS3. The level of theory is wB97M-V/def2-TZVPD.

Properties
- spin multiplicity = 2
- HOMO energy (spin up / spin down) (eV) = -10.8760 / -10.8246
- charge = +1
- HOMO-LUMO gap (spin up / spin down) (eV) = 8.46 / 7.02

Element x y z (Å)
Ru1 0.03 0.26 0.35
C1 4.44 -0.83 -0.52
N1 4.04 -0.71 0.89
C2 4.87 -1.39 1.87
C3 2.84 -0.20 1.18
N2 2.11 0.49 0.34
N3 2.40 -0.38 2.48
C4 1.24 0.11 3.05
N4 1.17 -0.08 4.38
N5 0.31 0.68 2.36
H1 5.18 -1.62 -0.59
H2 4.88 0.10 -0.88
H3 3.59 -1.13 -1.12
H4 5.90 -1.39 1.52
H5 4.56 -2.43 2.01
H6 4.86 -0.86 2.82
H7 2.51 0.50 -0.59
H8 2.78 -1.19 2.95
H9 1.97 -0.36 4.91
H10 0.28 -0.02 4.85
H11 -0.45 1.03 2.94
N6 -2.61 -2.19 0.49
C5 -2.92 -0.91 0.26
N7 -2.06 0.09 0.20
C6 -2.70 1.30 -0.09
C7 -4.04 1.22 -0.20
S1 -4.56 -0.41 -0.01
C8 -1.84 2.47 -0.20
C9 -2.17 3.75 -0.42
S2 -0.75 4.74 -0.41
C10 0.21 3.35 -0.09
N8 -0.48 2.23 -0.03
N9 1.54 3.41 0.07
H12 -1.66 -2.53 0.35
H13 -3.34 -2.87 0.36
H14 -4.74 2.01 -0.41
H15 -3.15 4.19 -0.57
H16 2.03 4.28 0.08
H17 2.02 2.56 0.35
O1 -0.24 -3.28 -0.82
S3 0.68 -2.24 -0.44
O2 2.07 -2.58 -0.45
O3 0.43 -0.95 -1.26
O4 0.27 -1.69 0.94

---

Energies relative to the minimum, kcal/mol: *i* 16.3; *ii* 0.0

---

*i*
This record from the Open Molecules 2025 dataset describes a structure of composition C26H34KN4OS. The level of theory is wB97M-V/def2-TZVPD.

Properties
- HOMO energy (eV) = -3.5381
- charge = -1
- HOMO-LUMO gap (eV) = 5.44

Element x y z (Å)
K1 0.08 1.65 -0.67
N1 1.52 3.54 -1.76
C1 2.07 4.54 -1.91
C2 2.77 5.75 -2.08
C3 4.17 5.65 -2.32
N2 5.30 5.54 -2.49
C4 2.07 6.98 -2.14
N3 1.50 7.98 -2.18
C5 2.76 1.06 -5.33
C6 1.34 1.28 -4.82
S1 0.94 0.27 -3.41
O1 -0.42 0.74 -2.95
C7 0.69 -1.35 -4.13
C8 -0.56 -1.47 -4.98
H1 2.97 1.77 -6.13
H2 2.91 0.06 -5.73
H3 3.49 1.23 -4.54
H4 0.57 1.13 -5.58
H5 1.22 2.28 -4.41
H6 0.65 -2.02 -3.27
H7 1.61 -1.58 -4.68
H8 -1.43 -1.08 -4.44
H9 -0.74 -2.52 -5.22
H10 -0.48 -0.92 -5.92
C9 -1.23 0.48 6.10
C10 -0.75 1.04 4.79
C11 -0.29 2.34 4.72
C12 0.17 2.85 3.50
C13 0.68 4.26 3.40
C14 0.15 2.04 2.38
C15 -0.32 0.68 2.38
C16 -0.77 0.23 3.66
N4 -0.29 0.01 1.21
C17 -0.73 -1.36 1.08
C18 0.11 -2.38 1.90
C19 -0.33 -3.82 1.62
C20 -1.81 -3.98 1.97
C21 -2.65 -3.03 1.11
C22 -2.43 -3.36 -0.37
C23 -0.95 -3.18 -0.71
C24 -0.12 -4.14 0.14
C25 -0.53 -1.74 -0.40
C26 -2.23 -1.59 1.38
H11 -1.15 1.21 6.90
H12 -0.66 -0.41 6.39
H13 -2.28 0.17 6.04
H14 -0.27 2.96 5.61
H15 0.65 4.76 4.37
H16 0.10 4.86 2.70
H17 1.72 4.29 3.05
H18 0.53 2.47 1.46
H19 -1.13 -0.78 3.77
H20 0.04 -2.16 2.96
H21 1.16 -2.23 1.62
H22 0.27 -4.50 2.23
H23 -1.97 -3.76 3.03
H24 -2.13 -5.02 1.81
H25 -3.71 -3.16 1.35
H26 -3.04 -2.70 -0.99
H27 -2.74 -4.39 -0.59
H28 -0.79 -3.39 -1.77
H29 0.95 -4.05 -0.11
H30 -0.40 -5.18 -0.07
H31 -1.10 -1.04 -1.03
H32 0.53 -1.58 -0.64
H33 -2.47 -1.32 2.41
H34 -2.80 -0.90 0.74

---

*ii*
This record from the Open Molecules 2025 dataset describes a structure of composition C26H34KN4OS. The level of theory is wB97M-V/def2-TZVPD.

Properties
- HOMO energy (eV) = -3.6477
- charge = -1
- HOMO-LUMO gap (eV) = 5.66

Element x y z (Å)
K1 1.05 2.06 0.83
N1 3.46 2.31 2.17
C1 4.57 2.08 2.42
C2 5.89 1.77 2.77
C3 6.94 2.49 2.17
N2 7.80 3.08 1.67
C4 6.11 0.77 3.73
N3 6.28 -0.07 4.51
C5 0.31 -0.91 6.08
C6 -0.41 0.03 5.14
S1 0.64 0.72 3.84
O1 -0.31 1.57 3.05
C7 0.93 -0.78 2.87
C8 -0.30 -1.40 2.25
H1 -0.34 -1.18 6.91
H2 1.21 -0.45 6.50
H3 0.61 -1.83 5.58
H4 -0.75 0.93 5.66
H5 -1.28 -0.42 4.66
H6 1.47 -1.44 3.55
H7 1.66 -0.52 2.09
H8 -0.95 -1.87 3.00
H9 -0.01 -2.16 1.52
H10 -0.87 -0.64 1.71
C9 0.93 -3.07 -4.16
C10 1.32 -2.12 -3.05
C11 2.61 -2.14 -2.53
C12 2.94 -1.24 -1.52
C13 4.34 -1.21 -0.95
C14 1.99 -0.35 -1.05
C15 0.65 -0.28 -1.52
C16 0.38 -1.22 -2.57
N4 -0.20 0.61 -0.98
C17 -1.58 0.71 -1.41
C18 -2.42 -0.57 -1.17
C19 -3.89 -0.35 -1.55
C20 -3.99 0.08 -3.01
C21 -3.23 1.40 -3.22
C22 -3.83 2.47 -2.31
C23 -3.70 2.03 -0.85
C24 -4.49 0.73 -0.65
C25 -2.23 1.79 -0.52
C26 -1.75 1.20 -2.86
H11 1.77 -3.71 -4.44
H12 0.61 -2.52 -5.05
H13 0.10 -3.71 -3.85
H14 3.35 -2.84 -2.91
H15 4.96 -1.97 -1.41
H16 4.33 -1.38 0.13
H17 4.81 -0.24 -1.11
H18 2.37 0.32 -0.28
H19 -0.60 -1.26 -3.03
H20 -2.33 -0.83 -0.11
H21 -2.02 -1.41 -1.73
H22 -4.44 -1.29 -1.40
H23 -5.04 0.20 -3.30
H24 -3.56 -0.70 -3.66
H25 -3.32 1.71 -4.26
H26 -4.88 2.64 -2.56
H27 -3.30 3.42 -2.46
H28 -4.10 2.81 -0.19
H29 -5.55 0.89 -0.89
H30 -4.43 0.42 0.40
H31 -2.11 1.49 0.53
H32 -1.67 2.73 -0.65
H33 -1.21 2.14 -2.97
H34 -1.30 0.50 -3.57

---

Energies relative to the minimum, kcal/mol: *i* 4.1; *ii* 0.0

---

*i*
This record from the Open Molecules 2025 dataset describes an isolated molecule of C3H6N2. The level of theory is wB97M-V/def2-TZVPD.

Properties
- HOMO energy (eV) = -8.7854
- charge = 0
- structure (SMILES) = C=C=NCN
- HOMO-LUMO gap (eV) = 9.77

Element x y z (Å)
C1 2.27 -0.36 0.12
C2 1.05 -0.13 0.51
N1 -0.04 0.11 0.87
C3 -1.10 -0.34 -0.02
N2 -1.84 0.81 -0.50
H1 2.62 -1.38 0.01
H2 2.94 0.46 -0.10
H3 -0.74 -0.92 -0.88
H4 -1.79 -0.99 0.53
H5 -2.21 1.29 0.32
H6 -1.15 1.46 -0.88

---

*ii*
This record from the Open Molecules 2025 dataset describes an isolated molecule of C3H6N2. The level of theory is wB97M-V/def2-TZVPD.

Properties
- HOMO energy (spin up / spin down) (eV) = -8.1507 / -7.2550
- charge = 0
- HOMO-LUMO gap (spin up / spin down) (eV) = 8.92 / 7.27

Element x y z (Å)
C1 -0.71 1.11 0.57
C2 -0.42 -0.22 0.13
C3 -1.08 -1.21 -0.44
N1 1.02 -0.12 0.19
N2 1.74 -0.29 -0.85
H1 2.64 0.18 -0.75
H2 -1.26 1.78 -0.06
H3 -0.47 1.43 1.58
H4 1.22 0.60 0.95
H5 -2.15 -1.21 -0.47
H6 -0.55 -2.06 -0.85

---

*iii*
This record from the Open Molecules 2025 dataset describes an isolated molecule of C3H6N2. The level of theory is wB97M-V/def2-TZVPD.

Properties
- HOMO energy (eV) = -9.9209
- charge = 0
- structure (SMILES) = CC1(C)N=N1
- HOMO-LUMO gap (eV) = 10.79

Element x y z (Å)
C1 -0.60 -1.33 -0.04
C2 0.52 0.06 -0.02
C3 -0.18 1.39 0.10
N1 1.68 -0.12 -0.77
N2 1.88 -0.25 0.42
H1 -1.08 -1.32 0.92
H2 -0.07 -2.25 0.03
H3 -1.14 -1.43 -0.89
H4 0.57 2.24 0.27
H5 -1.01 1.32 0.86
H6 -0.56 1.69 -0.90

---

*iv*
This record from the Open Molecules 2025 dataset describes an isolated molecule of C3H6N2. The level of theory is wB97M-V/def2-TZVPD.

Properties
- HOMO energy (eV) = -9.4209
- charge = 0
- structure (SMILES) = [H]/N=C/N1CC1
- HOMO-LUMO gap (eV) = 10.50

Element x y z (Å)
H1 2.61 0.16 0.38
N1 1.81 -0.38 0.16
C1 1.00 0.48 -0.29
N2 -0.34 0.02 -0.56
C2 -1.00 -0.81 0.36
C3 -1.45 0.56 0.07
H2 1.22 1.65 -0.29
H3 -0.57 -0.88 1.32
H4 -1.42 -1.81 0.02
H5 -1.14 1.21 0.95
H6 -2.36 0.84 -0.46

---

Energies relative to the minimum, kcal/mol: *i* 0.0; *ii* 68.7; *iii* 28.6; *iv* 10.4

---

*i*
This record from the Open Molecules 2025 dataset describes an isolated molecule of C3H6N2. The level of theory is wB97M-V/def2-TZVPD.

Properties
- HOMO energy (eV) = -9.5593
- charge = 0
- structure (SMILES) = [H]/N=C/N1CC1
- HOMO-LUMO gap (eV) = 10.73

Element x y z (Å)
H1 1.36 -1.81 1.75
N1 0.65 -1.38 1.18
C1 1.01 -0.64 0.21
N2 0.10 -0.18 -0.75
C2 -1.23 0.14 -0.24
C3 -0.36 1.23 -0.64
H2 2.10 -0.44 -0.02
H3 -1.32 -0.17 0.84
H4 -2.12 -0.16 -0.87
H5 0.25 1.67 0.16
H6 -0.44 1.74 -1.60

---

*ii*
This record from the Open Molecules 2025 dataset describes an isolated molecule of C3H6N2. The level of theory is wB97M-V/def2-TZVPD.

Properties
- HOMO energy (eV) = -9.3605
- charge = 0
- structure (SMILES) = C=N/N=C\C
- HOMO-LUMO gap (eV) = 10.05

Element x y z (Å)
C1 2.34 -0.17 -0.02
N1 1.07 -0.24 -0.10
N2 0.42 1.05 -0.08
C2 -0.88 0.78 0.05
C3 -1.62 -0.54 -0.03
H1 3.07 -0.81 0.16
H2 2.71 0.86 0.19
H3 -1.63 1.57 -0.13
H4 -0.80 -1.36 -0.24
H5 -2.43 -0.50 -0.76
H6 -2.26 -0.63 0.97

---

Energies relative to the minimum, kcal/mol: *i* 0.0; *ii* 27.3

---

*i*
This record from the Open Molecules 2025 dataset describes an isolated molecule of C3H6N2. The level of theory is wB97M-V/def2-TZVPD.

Properties
- HOMO energy (eV) = -9.2190
- charge = 0
- structure (SMILES) = [H]/N=C/N1CC1
- HOMO-LUMO gap (eV) = 10.35

Element x y z (Å)
H1 -2.87 0.12 0.28
N1 -1.86 0.47 0.17
C1 -1.18 -0.51 -0.24
N2 0.14 -0.31 -0.55
C2 0.82 0.90 -0.18
C3 1.31 -0.41 0.34
H2 -1.41 -1.58 -0.39
H3 0.38 1.64 0.46
H4 1.35 1.23 -1.09
H5 1.13 -0.70 1.32
H6 2.19 -0.86 -0.12

---

*ii*
This record from the Open Molecules 2025 dataset describes an isolated molecule of C3H6N2. The level of theory is wB97M-V/def2-TZVPD.

Properties
- HOMO energy (eV) = -9.6634
- charge = 0
- structure (SMILES) = CC1(C)N=N1
- HOMO-LUMO gap (eV) = 10.60

Element x y z (Å)
C1 0.34 -1.33 0.08
C2 -0.43 0.02 0.07
C3 0.32 1.34 -0.07
N1 -1.73 0.07 0.69
N2 -1.76 -0.05 -0.54
H1 0.19 -1.75 -0.89
H2 0.12 -2.11 0.84
H3 1.36 -0.96 0.20
H4 -0.17 2.25 0.34
H5 0.52 1.46 -1.14
H6 1.24 1.07 0.42

---

*iii*
This record from the Open Molecules 2025 dataset describes an isolated molecule of C3H6N2. The level of theory is wB97M-V/def2-TZVPD.

Properties
- HOMO energy (eV) = -7.6392
- charge = 0
- HOMO-LUMO gap (eV) = 8.24

Element x y z (Å)
C1 -0.44 0.50 -0.27
N1 1.16 0.75 0.33
C2 0.43 -0.66 -0.45
C3 -1.61 0.88 0.15
N2 0.09 -1.78 0.21
H1 1.24 0.52 1.32
H2 1.97 1.03 -0.22
H3 0.43 -2.59 -0.32
H4 0.94 -0.69 -1.42
H5 -1.75 1.86 0.60
H6 -2.46 0.20 0.07

---

*iv*
This record from the Open Molecules 2025 dataset describes an isolated molecule of C3H6N2. The level of theory is wB97M-V/def2-TZVPD.

Properties
- HOMO energy (eV) = -8.6443
- charge = 0
- structure (SMILES) = C=C1CN1N
- HOMO-LUMO gap (eV) = 9.70

Element x y z (Å)
C1 -1.82 -0.60 -0.13
C2 -0.66 0.17 -0.28
C3 0.23 1.26 -0.14
N1 0.69 -0.05 -0.70
N2 1.48 -0.91 0.05
H1 -1.70 -1.66 -0.31
H2 -2.57 -0.22 0.43
H3 0.09 2.23 -0.71
H4 0.60 1.38 0.88
H5 1.25 -1.04 1.00
H6 2.41 -0.57 -0.09

---

Energies relative to the minimum, kcal/mol: *i* 0.0; *ii* 8.9; *iii* 64.0; *iv* 43.9

---

*i*
This record from the Open Molecules 2025 dataset describes a cluster of 4 separate species, C2H10O4 in total. The level of theory is wB97M-V/def2-TZVPD.

Properties
- HOMO energy (eV) = -9.4867
- charge = 0
- structure (SMILES) = C=CO.O.O.O
- HOMO-LUMO gap (eV) = 9.74

Element x y z (Å)
C1 0.63 -0.46 1.63
C2 1.04 0.70 1.10
O1 1.93 0.70 0.09
H1 -0.14 -0.57 2.38
H2 1.34 -1.26 1.45
H3 0.40 1.56 1.28
H4 2.07 1.57 -0.28
O2 -1.81 1.40 -2.20
H5 -1.92 1.23 -1.24
H6 -0.93 1.02 -2.36
O3 1.59 -2.44 -1.53
H7 1.92 -1.90 -0.80
H8 0.75 -2.04 -1.74
O4 -2.26 0.31 0.36
H9 -2.24 0.77 1.21
H10 -2.37 -0.61 0.65

---

*ii*
This record from the Open Molecules 2025 dataset describes a cluster of 4 separate species, C2H10O4 in total. The level of theory is wB97M-V/def2-TZVPD.

Properties
- HOMO energy (eV) = -9.1458
- charge = 0
- structure (SMILES) = C=CO.O.O.O
- HOMO-LUMO gap (eV) = 9.52

Element x y z (Å)
C1 1.56 3.40 -1.60
C2 1.74 2.27 -0.94
O1 1.04 1.09 -1.21
H1 2.24 4.22 -1.53
H2 0.64 3.53 -2.16
H3 2.52 2.07 -0.21
H4 0.12 1.41 -1.18
O2 -1.13 -6.19 1.78
H5 -1.45 -7.03 2.12
H6 -1.83 -5.86 1.21
O3 -1.99 1.12 -0.46
H7 -2.69 0.47 -0.39
H8 -2.45 1.94 -0.68
O4 0.70 -1.17 1.60
H9 1.21 -0.40 1.89
H10 -0.21 -0.89 1.74

---

Energies relative to the minimum, kcal/mol: *i* 0.0; *ii* 2.1